[1]
The following is a DFT calculation (ωB97M-V/def2-TZVPD) of the molecule C12H25F5NOP in a non-equilibrium geometry.

Each line ends with the Mulliken charge.
Positions of all 45 atoms, in Å:
C  -0.937  3.231  -1.099  -0.664
O  -0.359  1.952  -0.629  -0.275
C  -1.247  0.833  -0.980  -1.075
P  -0.615  -0.885  -0.317  0.946
N  -0.250  -2.536  0.249  -0.665
C  1.119  -0.658  -1.085  -0.564
C  1.705  -1.969  -1.879  -0.400
C  3.199  -1.505  -2.473  -0.786
C  3.100  -0.531  -3.788  0.791
F  3.939  -1.193  -4.856  -0.319
F  1.727  -0.319  -4.310  -0.253
C  3.900  0.898  -3.453  0.578
F  3.166  1.763  -2.496  -0.200
F  4.198  1.672  -4.713  -0.256
F  5.251  0.652  -2.828  -0.254
C  -0.839  -0.350  1.523  -0.912
C  -2.226  -0.965  2.213  -0.312
C  -2.502  -0.133  3.635  0.083
C  -1.138  0.116  4.516  -0.985
C  -3.218  1.351  3.358  -0.934
H  -1.936  3.525  -0.522  0.242
H  -1.196  3.225  -2.241  0.273
H  -0.131  4.061  -0.899  0.224
H  -1.374  0.757  -2.160  0.462
H  -2.340  1.000  -0.531  0.437
H  -1.687  -1.476  -1.130  -0.163
H  -0.904  -3.242  -0.160  0.248
H  -0.171  -2.610  1.287  0.247
H  1.877  -0.453  -0.186  0.250
H  1.197  0.253  -1.852  0.128
H  1.926  -2.901  -1.199  0.361
H  1.007  -2.257  -2.799  0.238
H  3.811  -2.463  -2.755  0.328
H  3.735  -0.969  -1.551  0.281
H  0.136  -0.633  2.150  0.364
H  -0.941  0.832  1.655  0.162
H  -2.137  -2.112  2.467  0.261
H  -3.188  -0.770  1.548  0.218
H  -3.247  -0.756  4.314  0.317
H  -1.341  0.235  5.671  0.334
H  -0.438  -0.836  4.347  0.242
H  -0.518  1.026  4.058  0.230
H  -4.296  1.174  2.921  0.302
H  -3.236  1.964  4.380  0.329
H  -2.579  2.001  2.597  0.141

Results
- SMILES string: COC[PH](N)(CCCC(F)(F)C(F)(F)F)CCC(C)C
- Net charge: 0
- Frontier orbital gap: 9.359 eV
- E_HOMO: -8.63 eV

***

[2]
The following is a DFT calculation (ωB97M-V/def2-TZVPD) of C12H25FeN2O2P2 as an isolated structure in a non-equilibrium geometry.

Each line ends with the Löwdin spin population.
Positions of all 44 atoms, in Å:
C  -0.812  0.921  -4.246  0.076
C  -0.804  0.383  -2.950  0.130
N  -0.049  0.953  -2.000  0.378
C  0.787  1.966  -2.251  0.164
C  0.883  2.499  -3.541  0.042
C  0.055  1.979  -4.541  0.276
C  -1.651  -0.795  -2.539  0.025
P  -1.900  -0.782  -0.672  0.048
Fe  -0.009  -0.021  0.174  3.435
P  1.865  1.164  0.214  0.081
C  1.607  2.493  -1.085  0.041
O  -0.543  -3.506  -2.939  0.001
O  0.532  -3.728  -0.493  0.000
H  -1.507  0.484  -4.962  0.001
H  1.604  3.304  -3.681  -0.002
H  0.093  2.399  -5.543  0.021
C  -3.441  0.194  -0.456  0.015
C  -2.540  -2.464  -0.373  0.010
H  2.585  2.878  -1.416  0.004
H  1.057  3.302  -0.560  0.009
H  -1.192  -1.791  -2.821  0.004
H  -2.647  -0.716  -3.007  0.003
C  2.286  2.139  1.708  0.012
C  3.493  0.453  -0.233  0.018
H  0.803  -2.773  -0.457  -0.001
H  0.343  -3.946  0.438  0.000
H  -0.181  -3.841  -2.075  0.000
H  0.203  -3.571  -3.557  0.000
H  -0.857  1.232  0.547  -0.041
H  0.781  -1.194  -0.448  -0.019
H  -4.292  -0.222  -1.013  0.003
H  -3.675  0.187  0.617  0.001
H  -3.273  1.232  -0.767  0.000
H  -3.407  -2.696  -1.007  0.002
H  -1.740  -3.188  -0.566  0.000
H  -2.835  -2.525  0.683  0.000
H  4.285  1.215  -0.246  0.003
H  3.725  -0.308  0.523  0.001
H  3.416  -0.032  -1.214  0.001
H  3.163  2.786  1.564  0.002
H  1.413  2.739  1.986  0.000
H  2.469  1.417  2.513  0.001
N  0.018  -0.185  3.192  0.162
C  -0.109  -0.036  2.029  0.095

Results
- Net charge: 0
- Frontier orbital gap (spin up / spin down): 2.951 / 6.281 eV
- Multiplicity: 6
- E_HOMO (spin up / spin down): -3.79 / -8.13 eV

***

[3]
The following is a DFT calculation (ωB97M-V/def2-TZVPD) of the molecule C12H25N2O2 in a non-equilibrium geometry.

Each line ends with the Löwdin spin population.
Positions of all 41 atoms, in Å:
C  -0.169  -1.880  2.801  0.000
C  -0.834  -1.516  1.435  0.026
C  -2.142  -2.401  1.348  0.001
C  0.093  -1.993  0.272  0.014
C  0.945  -0.846  -0.389  0.002
C  0.445  -0.629  -1.856  0.006
C  1.297  0.407  -2.655  0.000
O  1.987  -0.253  -3.728  0.000
C  0.359  1.510  -3.264  0.000
N  0.654  2.866  -2.767  0.000
C  1.061  0.463  0.451  0.016
C  -0.198  0.866  1.294  0.029
C  0.287  1.322  2.712  0.002
C  -0.795  2.158  0.618  -0.002
N  -1.287  -0.121  1.314  0.344
O  -2.021  -0.052  0.246  0.554
H  -0.637  -1.395  3.670  0.001
H  -0.233  -2.976  2.903  0.000
H  0.913  -1.657  2.727  0.000
H  -2.027  -3.345  1.907  0.000
H  -2.456  -2.562  0.310  -0.001
H  -2.953  -1.848  1.859  0.000
H  -0.545  -2.425  -0.520  0.002
H  0.719  -2.824  0.636  0.001
H  1.975  -1.245  -0.482  0.001
H  0.559  -1.614  -2.354  0.000
H  -0.633  -0.404  -1.816  0.003
H  2.102  0.851  -2.046  0.000
H  1.287  -0.674  -4.226  0.000
H  0.452  1.426  -4.364  0.000
H  -0.710  1.300  -3.046  0.000
H  1.042  2.822  -1.832  0.000
H  -0.213  3.378  -2.677  0.000
H  1.915  0.338  1.144  0.001
H  1.322  1.338  -0.170  0.001
H  1.020  0.570  3.060  0.000
H  -0.523  1.320  3.456  0.001
H  0.797  2.287  2.603  0.000
H  -1.802  2.338  1.035  0.000
H  -0.190  3.049  0.866  0.000
H  -0.865  2.050  -0.475  0.000

Results
- Net charge: 0
- Frontier orbital gap (spin up / spin down): 9.692 / 9.071 eV
- Multiplicity: 2
- E_HOMO (spin up / spin down): -8.95 / -9.23 eV

***

[4]
The following is a DFT calculation (ωB97M-V/def2-TZVPD) of a 2-piece molecular cluster, C12H25N6O4 overall in a non-equilibrium geometry.

Each line ends with the Mulliken charge.
Positions of all 47 atoms, in Å:
O  0.800  -3.436  -4.740  -0.619
O  3.113  -1.043  -5.755  -0.565
O  0.488  1.554  2.260  -0.789
O  0.311  -0.367  -1.271  -0.729
C  1.349  -2.349  -4.860  0.350
C  2.525  -2.126  -5.752  0.830
C  0.518  0.473  2.837  0.732
C  0.622  -0.789  -0.163  0.209
C  -2.309  3.657  1.464  0.856
N  0.813  -1.353  -4.076  -0.325
N  -1.189  3.800  2.109  -0.269
N  1.892  -1.162  0.034  -0.120
N  -3.048  2.559  1.526  -0.160
N  0.002  -0.654  2.335  0.141
N  -2.687  4.660  0.723  -0.380
C  3.065  -3.236  -6.649  -0.966
C  1.093  0.384  4.232  -1.395
C  2.507  -1.842  1.176  -0.774
C  -2.848  1.383  2.407  -0.662
C  -2.833  0.055  1.628  -0.832
C  -1.703  -0.037  0.584  -0.725
C  -0.460  -0.887  0.945  -0.157
H  0.158  -1.622  -3.347  0.201
H  1.312  -0.469  -4.006  0.232
H  -0.713  2.958  2.422  0.148
H  -0.650  4.638  2.026  0.242
H  2.483  -1.003  -0.768  0.289
H  -3.874  2.544  0.952  0.242
H  0.045  -1.461  2.940  0.319
H  -2.119  5.486  0.674  0.197
H  -3.541  4.611  0.198  0.185
H  3.441  -4.059  -6.035  0.267
H  2.269  -3.616  -7.295  0.294
H  3.878  -2.861  -7.276  0.323
H  1.950  -0.287  4.231  0.354
H  1.417  1.374  4.552  0.374
H  0.337  0.011  4.922  0.355
H  1.837  -2.602  1.582  0.276
H  3.426  -2.337  0.852  0.364
H  2.767  -1.117  1.950  0.198
H  -1.930  1.474  2.984  0.105
H  -3.671  1.344  3.123  0.297
H  -2.760  -0.778  2.327  0.403
H  -3.789  -0.039  1.110  0.362
H  -2.138  -0.472  -0.319  0.553
H  -1.373  0.966  0.311  0.300
H  -0.782  -1.928  0.896  0.473

Results
- Net charge: +1
- Frontier orbital gap: 8.604 eV
- E_HOMO: -11.16 eV

***

[5]
The following is a DFT calculation (ωB97M-V/def2-TZVPD) of a 2-piece molecular cluster, C12H25NO4 overall in a non-equilibrium geometry.

Each line ends with the Mulliken charge.
Positions of all 42 atoms, in Å:
C  -4.257  -1.708  -2.004  -0.600
O  -4.073  -1.928  -3.384  -0.382
C  -2.895  -1.330  -3.894  -0.548
C  -1.654  -2.199  -3.684  -0.586
C  -0.358  -1.393  -3.629  -0.731
C  -0.168  -0.631  -2.319  -0.097
C  1.045  0.301  -2.359  -0.776
C  1.092  1.422  -1.303  -0.749
C  0.351  1.159  0.004  -0.721
N  0.794  -0.078  0.663  -0.041
C  1.744  -0.052  1.653  0.432
O  1.840  -0.890  2.503  -0.605
O  2.692  0.913  1.447  -0.496
H  -4.776  -0.756  -1.828  0.258
H  -4.859  -2.522  -1.601  0.262
H  -3.300  -1.685  -1.465  0.214
H  -3.080  -1.165  -4.958  0.343
H  -2.744  -0.340  -3.438  0.306
H  -1.771  -2.763  -2.751  0.305
H  -1.606  -2.939  -4.488  0.327
H  -0.324  -0.694  -4.474  0.358
H  0.490  -2.078  -3.749  0.385
H  -0.050  -1.361  -1.512  0.221
H  -1.077  -0.059  -2.088  0.126
H  1.071  0.768  -3.349  0.393
H  1.956  -0.300  -2.290  0.318
H  0.694  2.348  -1.733  0.350
H  2.133  1.627  -1.040  0.329
H  0.489  2.013  0.670  0.332
H  -0.724  1.066  -0.160  0.478
H  0.040  -0.686  0.953  0.231
H  2.533  1.642  2.071  0.432
C  0.965  0.518  5.252  -1.155
C  1.788  1.683  4.783  0.996
C  2.822  2.220  5.737  -1.224
O  1.632  2.177  3.683  -0.685
H  0.267  0.213  4.479  0.247
H  1.624  -0.320  5.486  0.315
H  0.436  0.786  6.169  0.427
H  3.528  1.429  5.994  0.334
H  2.340  2.536  6.664  0.346
H  3.349  3.058  5.289  0.331

Results
- SMILES string: COCCCCCCCNC(=O)O.CC(C)=O
- Net charge: 0
- Frontier orbital gap: 10.341 eV
- E_HOMO: -9.65 eV

***

Question: net charge of number 4 (C12H25N6O4)?
Answer: +1

***

Copy entry 2 word for word.
The following is a DFT calculation (ωB97M-V/def2-TZVPD) of C12H25FeN2O2P2 as an isolated structure in a non-equilibrium geometry.

Each line ends with the Löwdin spin population.
Positions of all 44 atoms, in Å:
C  -0.812  0.921  -4.246  0.076
C  -0.804  0.383  -2.950  0.130
N  -0.049  0.953  -2.000  0.378
C  0.787  1.966  -2.251  0.164
C  0.883  2.499  -3.541  0.042
C  0.055  1.979  -4.541  0.276
C  -1.651  -0.795  -2.539  0.025
P  -1.900  -0.782  -0.672  0.048
Fe  -0.009  -0.021  0.174  3.435
P  1.865  1.164  0.214  0.081
C  1.607  2.493  -1.085  0.041
O  -0.543  -3.506  -2.939  0.001
O  0.532  -3.728  -0.493  0.000
H  -1.507  0.484  -4.962  0.001
H  1.604  3.304  -3.681  -0.002
H  0.093  2.399  -5.543  0.021
C  -3.441  0.194  -0.456  0.015
C  -2.540  -2.464  -0.373  0.010
H  2.585  2.878  -1.416  0.004
H  1.057  3.302  -0.560  0.009
H  -1.192  -1.791  -2.821  0.004
H  -2.647  -0.716  -3.007  0.003
C  2.286  2.139  1.708  0.012
C  3.493  0.453  -0.233  0.018
H  0.803  -2.773  -0.457  -0.001
H  0.343  -3.946  0.438  0.000
H  -0.181  -3.841  -2.075  0.000
H  0.203  -3.571  -3.557  0.000
H  -0.857  1.232  0.547  -0.041
H  0.781  -1.194  -0.448  -0.019
H  -4.292  -0.222  -1.013  0.003
H  -3.675  0.187  0.617  0.001
H  -3.273  1.232  -0.767  0.000
H  -3.407  -2.696  -1.007  0.002
H  -1.740  -3.188  -0.566  0.000
H  -2.835  -2.525  0.683  0.000
H  4.285  1.215  -0.246  0.003
H  3.725  -0.308  0.523  0.001
H  3.416  -0.032  -1.214  0.001
H  3.163  2.786  1.564  0.002
H  1.413  2.739  1.986  0.000
H  2.469  1.417  2.513  0.001
N  0.018  -0.185  3.192  0.162
C  -0.109  -0.036  2.029  0.095

Results
- Net charge: 0
- Frontier orbital gap (spin up / spin down): 2.951 / 6.281 eV
- Multiplicity: 6
- E_HOMO (spin up / spin down): -3.79 / -8.13 eV